(1)
{"formula": "C5H6N2", "method": "wB97M-V/def2-TZVPD", "species": ["C", "C", "C", "C", "C", "N", "N", "H", "H", "H", "H", "H", "H"], "positions_angstrom": [[-2.286121, -0.518067, -0.220094], [-1.148434, -1.266280, -0.384556], [-0.147142, -0.278325, 0.046550], [1.139187, -0.676288, -0.094220], [2.240246, 0.296938, 0.046724], [-0.658286, 0.895908, 0.363124], [-1.941066, 0.728611, 0.336669], [-3.254457, -0.856987, -0.251319], [1.192225, -1.622294, -0.670778], [1.973110, 1.105323, 0.659908], [2.319795, 0.816293, -0.919796], [3.142672, -0.140325, 0.570795], [-2.571735, 1.515490, 0.516989]], "atomic_forces_ev_per_a": [[1.69, 0.57, 1.09], [-0.12, -0.29, -0.10], [-0.44, -3.63, -1.57], [-0.10, 1.27, -1.26], [1.16, -1.08, 0.60], [-0.50, 3.30, 2.30], [0.09, -0.80, -1.57], [-2.28, -0.17, -0.16], [0.42, 0.35, 1.07], [-0.85, 1.00, 1.14], [0.91, -0.68, -0.08], [-0.52, 0.43, -1.48], [0.54, -0.27, 0.02]], "homo_energy_ev": [-7.675, -7.676], "multiplicity": 1, "e_lumo_ev": [-1.28, -1.28], "orbital_gap_ev": [6.391, 6.392]}

(2)
{"formula": "C5H6N2", "method": "wB97M-V/def2-TZVPD", "species": ["C", "C", "C", "N", "C", "C", "N", "H", "H", "H", "H", "H", "H"], "positions_angstrom": [[-1.389778, -0.567553, 0.009178], [-1.342661, 0.996149, 0.140744], [0.160641, 0.798819, 0.132746], [1.373189, 1.269586, 0.003902], [2.120810, 0.109810, -0.123758], [1.347949, -1.031968, -0.100914], [0.079348, -0.542896, 0.099126], [-1.752136, -0.930240, -0.956207], [-1.873965, -1.110179, 0.825019], [-1.752262, 1.536383, -0.716074], [-1.769672, 1.391491, 1.065906], [3.198088, 0.160294, -0.220026], [1.600450, -2.079697, -0.159648]], "atomic_forces_ev_per_a": [[-0.24, -0.16, -0.01], [-0.13, 0.14, 0.01], [0.07, -0.02, -0.01], [-0.20, -0.14, 0.02], [0.18, -0.11, -0.02], [0.08, 0.00, 0.00], [0.17, 0.15, -0.02], [0.04, 0.06, 0.14], [0.07, 0.09, -0.11], [0.07, -0.08, 0.12], [0.08, -0.06, -0.14], [-0.18, -0.03, 0.02], [-0.02, 0.17, 0.00]], "smiles": "c1cn2c(n1)CC2", "homo_energy_ev": -8.598, "multiplicity": 1, "e_lumo_ev": 0.91, "orbital_gap_ev": 9.504}

(3)
{"formula": "C5H6N2", "method": "wB97M-V/def2-TZVPD", "species": ["C", "C", "C", "C", "C", "N", "N", "H", "H", "H", "H", "H", "H"], "positions_angstrom": [[-0.081395, -0.121567, 2.233469], [-0.675427, 0.198007, -0.825891], [-0.044622, 1.263352, 0.053024], [0.203707, -1.011304, -1.196781], [0.185655, 1.012191, 1.358920], [-0.455524, -1.022136, 2.863881], [1.196181, -1.424907, -0.576273], [-0.991845, 0.779836, -1.624560], [0.080869, 2.245577, -0.451895], [-1.699212, -0.121091, -0.438028], [-0.037229, -1.527043, -2.182050], [0.627432, 1.876988, 1.838410], [1.691410, -2.147903, -1.052227]], "atomic_forces_ev_per_a": [[-0.84, -0.61, -0.90], [-0.44, -0.69, 1.74], [-0.90, -2.09, 0.91], [-1.29, 0.05, -2.44], [0.72, 1.76, -0.23], [0.68, 1.16, -0.56], [0.68, 1.08, 1.70], [-0.27, 0.30, -2.48], [0.37, -0.76, 0.97], [1.41, -0.06, 0.08], [-0.30, 0.80, 0.92], [0.05, -0.17, 0.64], [0.12, -0.77, -0.33]], "smiles": "[H]/N=C/C/C=C\\C#N", "homo_energy_ev": -9.979, "multiplicity": 1, "e_lumo_ev": 0.42, "orbital_gap_ev": 10.397}

(4)
{"formula": "C5H6N2", "method": "wB97M-V/def2-TZVPD", "species": ["C", "C", "C", "C", "C", "N", "N", "H", "H", "H", "H", "H", "H"], "positions_angstrom": [[-0.146862, 1.132157, -1.530429], [0.348535, 0.006989, -0.708138], [-0.826480, -0.563770, 1.148402], [1.363434, -0.700669, 0.503496], [0.392882, -0.994026, 1.514744], [1.208047, -0.888134, -0.928181], [-1.935269, -0.058098, 1.340365], [-2.645398, -0.231772, 0.632214], [2.389671, -0.468120, 0.786229], [0.623736, -1.519332, 2.433979], [0.468211, 2.012363, -1.324319], [-0.063490, 0.890778, -2.593971], [-1.177017, 1.381633, -1.274392]], "atomic_forces_ev_per_a": [[-0.14, 0.01, -0.08], [1.41, -0.41, 0.55], [-0.06, -0.13, 0.99], [-0.72, 0.93, -0.69], [-0.28, -0.15, -0.06], [-0.28, -0.10, -0.28], [0.27, 0.19, -0.41], [0.03, -0.17, 0.08], [-0.09, 0.10, -0.06], [-0.16, -0.18, -0.09], [-0.01, -0.08, 0.02], [-0.01, -0.01, 0.06], [0.05, 0.01, -0.03]], "smiles": "CC1=N[C@@H]1C=C=N", "homo_energy_ev": -7.912, "multiplicity": 1, "e_lumo_ev": 0.61, "orbital_gap_ev": 8.525}

(5)
{"formula": "C5H6N2", "method": "wB97M-V/def2-TZVPD", "species": ["N", "C", "C", "C", "C", "C", "N", "H", "H", "H", "H", "H", "H"], "positions_angstrom": [[1.989561, 0.431341, 1.750266], [1.435812, 0.397874, 0.733002], [0.672916, 0.329432, -0.543507], [0.313054, -1.128798, -0.840317], [-0.644906, -1.765021, -0.166621], [-0.955688, 1.692921, 0.474496], [-0.537435, 1.147215, -0.589365], [1.345291, 0.703299, -1.322183], [0.894805, -1.632506, -1.622097], [-1.245460, -1.296524, 0.618882], [-0.838145, -2.810553, -0.371238], [-1.887708, 2.261645, 0.420258], [-0.450175, 1.637816, 1.459679]], "atomic_forces_ev_per_a": [[-0.60, 0.03, -1.16], [0.40, -0.07, 0.96], [0.11, -0.07, -0.05], [-0.24, -0.21, 0.27], [0.43, 0.15, -0.24], [0.03, -0.01, 0.00], [0.02, 0.14, 0.60], [-0.14, -0.06, 0.03], [-0.26, 0.21, 0.40], [0.27, -0.05, -0.31], [-0.09, 0.05, -0.01], [0.22, -0.08, 0.00], [-0.16, -0.04, -0.47]], "smiles": "C=C[C@H](C#N)N=C", "homo_energy_ev": -10.450, "multiplicity": 1, "e_lumo_ev": 0.89, "orbital_gap_ev": 11.336}

(6)
{"formula": "C5H6N2", "method": "wB97M-V/def2-TZVPD", "species": ["C", "C", "C", "N", "C", "C", "N", "H", "H", "H", "H", "H", "H"], "positions_angstrom": [[0.688757, -0.001727, 0.973542], [-0.627480, 0.067790, 1.738276], [-0.793473, 0.169742, 0.273462], [-1.341631, -0.600474, -0.691662], [-0.501835, -0.444927, -1.694683], [0.649624, 0.323943, -1.305093], [0.243961, 1.043804, -0.116397], [1.123418, -0.595588, -0.460773], [1.667320, 0.195483, 1.402306], [-0.994751, -0.866511, 2.161465], [-0.836238, 0.951890, 2.345829], [-0.633225, -1.001414, -2.618404], [1.355552, 0.757991, -2.007867]], "atomic_forces_ev_per_a": [[0.38, 0.02, 0.43], [-0.14, 0.02, 0.07], [-0.32, -0.07, 0.00], [0.17, 0.16, -0.02], [0.09, -0.09, -0.01], [0.00, 0.11, -0.29], [-0.06, -0.10, -0.05], [-0.10, -0.03, -0.15], [-0.11, -0.19, -0.17], [0.12, 0.18, -0.01], [-0.01, -0.06, -0.11], [0.12, 0.05, 0.15], [-0.14, 0.00, 0.17]], "smiles": "C1=N[C@@]23C[C@@H]2N3C1", "homo_energy_ev": -8.426, "multiplicity": 1, "e_lumo_ev": 0.83, "orbital_gap_ev": 9.253}

(7)
{"formula": "C5H6N2", "method": "wB97M-V/def2-TZVPD", "species": ["N", "C", "C", "C", "C", "C", "N", "H", "H", "H", "H", "H", "H"], "positions_angstrom": [[2.335069, 0.162499, 1.674258], [1.734077, 0.166278, 0.685394], [1.099110, 0.305661, -0.609228], [-0.081043, -0.485055, -1.011401], [-0.839295, -0.852803, 0.258524], [-1.052068, 0.667700, 0.418665], [-0.199047, 0.981185, -0.775920], [1.825882, 0.584075, -1.362948], [-0.168607, -0.913937, -2.008104], [-1.722114, -1.487015, 0.167732], [-0.151662, -1.255917, 1.011831], [-2.060535, 1.020709, 0.186907], [-0.719761, 1.106620, 1.364288]], "atomic_forces_ev_per_a": [[-0.69, -0.16, -0.83], [0.68, 0.29, 0.81], [0.27, 0.09, -0.09], [0.12, -0.32, -0.12], [0.03, -0.11, 0.12], [-0.08, 0.10, 0.24], [-0.08, 0.17, -0.05], [-0.17, 0.04, -0.10], [0.05, 0.02, 0.26], [0.11, 0.22, -0.06], [-0.42, -0.22, -0.09], [0.16, -0.20, 0.10], [0.03, 0.07, -0.18]], "smiles": "N#C[C@H]1[C@H]2CCN21", "homo_energy_ev": -9.838, "multiplicity": 1, "e_lumo_ev": 0.93, "orbital_gap_ev": 10.764}

(8)
{"formula": "C5H6N2", "method": "wB97M-V/def2-TZVPD", "species": ["C", "C", "C", "C", "C", "N", "N", "H", "H", "H", "H", "H", "H"], "positions_angstrom": [[0.039057, 0.886274, 0.520087], [-1.243613, 0.729766, 0.101813], [0.661632, -0.219042, -0.236661], [-2.447639, -0.055147, 0.166036], [2.189823, -0.278903, -0.209264], [-0.077402, -1.005046, -0.911186], [-1.445811, -0.165108, -0.907259], [0.593549, 1.432910, 1.292929], [-2.532166, -0.793751, 1.063456], [-3.439342, 0.144453, -0.189984], [2.571386, 0.532510, -1.028097], [2.509966, 0.037972, 0.825524], [2.620555, -1.246893, -0.487392]], "atomic_forces_ev_per_a": [[4.98, -2.09, 0.42], [-5.60, 2.49, -2.24], [3.11, 1.53, 2.07], [-0.41, -3.34, 3.53], [0.29, 1.66, -0.96], [-1.86, 0.09, -0.02], [1.00, 0.02, -1.23], [-0.75, 0.05, -0.62], [0.45, 0.68, -1.78], [-0.22, 0.90, -0.14], [-0.78, -1.89, 2.09], [0.01, -0.34, -1.27], [-0.23, 0.23, 0.15]], "s2": 2.03, "homo_energy_ev": [-5.957, -10.132], "multiplicity": 3, "e_lumo_ev": [0.97, -2.27], "orbital_gap_ev": [6.930, 7.863]}

(9)
{"formula": "C5H6N2", "method": "wB97M-V/def2-TZVPD", "species": ["C", "C", "C", "C", "C", "N", "N", "H", "H", "H", "H", "H", "H"], "positions_angstrom": [[-2.932259, 0.058059, 0.026802], [-1.546839, 0.130847, 0.051359], [1.663896, -1.440107, 0.059636], [1.084720, 1.053391, -0.547897], [0.219509, 0.580978, 0.600099], [-2.235690, -0.445902, -0.949938], [1.168977, -0.272851, 0.072331], [-3.643194, 0.259673, 0.848453], [1.132958, -2.191745, 0.532013], [2.604821, -1.530273, -0.587223], [0.622059, 0.995738, -1.484100], [1.727674, 1.877316, -0.240557], [0.133364, 0.924875, 1.619021]], "atomic_forces_ev_per_a": [[1.79, 0.95, 3.51], [1.75, 0.70, 0.30], [2.37, 1.68, -2.50], [-0.18, 0.17, 2.51], [-4.78, -0.82, -1.89], [0.66, -0.40, -1.03], [0.69, 0.40, 0.05], [-0.96, -0.26, -1.43], [-0.51, -1.73, 1.28], [-1.42, -0.45, 1.02], [-0.22, 0.20, -1.53], [0.50, -0.41, -0.45], [0.31, -0.02, 0.17]], "total_charge": 2, "homo_energy_ev": -21.267, "multiplicity": 1, "e_lumo_ev": -10.42, "orbital_gap_ev": 10.850}

These records have energy relative to the best compared isomer or geometry (same formula, charge and spin) values of 116.0, 31.5, 49.0, 109.1, 45.1, 125.5, 56.7, 73.8, 30.3 kcal per mole, in the order they appear.
These records have E_tot values of -303.45127, -303.58591, -303.55804, -303.46218, -303.56419, -303.43607, -303.54575, -303.35504, -302.67678 Eh, in the order they appear.